Entry 1:
Formula: C25H43F2N2O14S2
Source: OMol25
Level of theory: ωB97M-V/def2-TZVPD

Values from the calculation:
- gap between HOMO and LUMO (hartree) = 0.0429
- spin multiplicity = 1
- LUMO (eV) = 4.7
- total charge = -3

Last column: Löwdin charge in e.
Positions of all 88 atoms, in Å:
C  -10.088  -11.697  35.202  -0.050
C  -9.956  -12.912  34.323  -0.314
C  -10.777  -12.832  32.980  -0.149
O  -10.174  -11.946  32.052  -0.179
C  -11.002  -11.538  30.986  -0.107
N  -8.519  -13.117  34.059  0.211
H  -8.273  -13.943  33.486  0.082
H  -8.133  -12.315  33.542  0.099
H  -7.948  -13.197  34.900  0.158
H  -11.133  -11.775  35.528  0.071
H  -9.965  -10.746  34.688  0.096
H  -9.539  -11.755  36.141  0.083
H  -10.388  -13.816  34.757  0.145
H  -11.699  -12.412  33.400  0.113
H  -10.881  -13.726  32.363  0.116
H  -12.034  -11.404  31.336  0.075
H  -11.214  -12.362  30.293  0.061
H  -10.631  -10.664  30.460  0.101
C  -6.979  -15.169  28.378  -0.032
C  -8.161  -14.471  28.983  -0.293
C  -9.380  -15.377  29.275  -0.177
O  -10.542  -14.617  29.526  -0.195
C  -11.576  -15.389  30.098  -0.135
N  -7.752  -13.637  30.167  0.225
H  -6.875  -13.142  29.933  0.095
H  -8.456  -12.946  30.416  0.126
H  -7.671  -14.273  30.951  0.077
H  -6.320  -14.547  27.777  0.079
H  -7.395  -15.861  27.638  0.069
H  -6.473  -15.807  29.106  0.088
H  -8.473  -13.680  28.292  0.136
H  -9.175  -15.953  30.186  0.130
H  -9.429  -16.151  28.502  0.119
H  -11.574  -16.369  29.601  0.075
H  -12.522  -15.034  29.684  0.054
H  -11.565  -15.565  31.174  0.085
C  -3.680  -16.089  28.516  -0.492
O  -3.316  -15.714  29.759  -0.305
H  -3.670  -17.193  28.453  0.024
H  -4.659  -15.710  28.150  0.005
H  -3.092  -15.655  27.670  0.001
S  -5.584  -11.572  31.889  0.163
O  -7.001  -11.504  32.261  -0.460
O  -5.480  -12.476  30.724  -0.418
O  -4.960  -10.258  31.720  -0.466
O  -4.815  -12.242  32.957  -0.421
S  -6.232  -15.604  32.926  0.202
O  -7.601  -15.244  32.508  -0.472
O  -5.915  -17.051  32.974  -0.437
O  -5.292  -15.200  31.843  -0.377
O  -5.864  -14.882  34.172  -0.433
C  -9.367  -20.490  28.379  -0.060
C  -8.880  -19.660  29.534  -0.315
C  -8.144  -20.484  30.580  -0.114
O  -7.113  -19.593  31.083  0.067
C  -6.830  -18.746  30.055  -0.562
O  -5.870  -18.059  30.045  0.222
O  -7.745  -18.868  29.073  0.068
H  -9.480  -20.076  27.378  0.076
H  -10.311  -20.934  28.703  0.074
H  -8.617  -21.264  28.198  0.077
H  -9.722  -19.180  30.036  0.143
H  -7.662  -21.417  30.285  0.123
H  -8.786  -20.706  31.435  0.123
F  -16.813  -11.695  30.915  0.032
C  -15.627  -11.558  30.287  -0.300
C  -15.106  -10.297  30.112  -0.029
C  -13.927  -10.185  29.344  -0.086
C  -13.308  -11.312  28.834  -0.110
C  -13.884  -12.582  28.991  -0.082
C  -15.046  -12.693  29.719  -0.035
H  -15.608  -9.407  30.464  0.104
H  -13.448  -9.216  29.322  0.103
H  -12.320  -11.228  28.403  0.107
H  -13.339  -13.477  28.722  0.086
H  -15.522  -13.661  29.806  0.104
F  -6.157  -17.353  25.066  0.072
C  -6.576  -16.087  24.963  -0.287
C  -7.948  -15.869  24.779  -0.052
C  -8.452  -14.599  24.772  -0.101
C  -7.547  -13.506  24.869  -0.101
C  -6.184  -13.718  24.900  -0.090
C  -5.717  -14.999  25.004  -0.020
H  -8.608  -16.684  24.507  0.104
H  -9.474  -14.334  24.541  0.089
H  -7.976  -12.516  24.792  0.090
H  -5.600  -12.821  24.750  0.108
H  -4.668  -15.271  24.961  0.119

=====

Entry 2:
Formula: C25H44BBrF9IN2O4P2Si
Source: OMol25
Level of theory: ωB97M-V/def2-TZVPD

Values from the calculation:
- gap between HOMO and LUMO (hartree) = 0.1601
- spin multiplicity = 1
- LUMO (eV) = -3.7
- total charge = 0

Last column: Löwdin charge in e.
Positions of all 90 atoms, in Å:
C  -3.033  -3.661  5.212  -0.146
C  -2.217  -4.180  3.890  -0.220
C  -0.792  -3.355  3.615  -0.227
O  -0.780  -1.971  3.867  -0.259
C  -1.232  -1.005  2.860  -0.307
C  -2.761  -0.635  3.301  -0.523
Br  -4.245  -1.718  2.438  0.811
C  -3.307  0.874  3.234  -0.295
C  -4.418  1.194  2.025  -0.201
N  -0.240  0.131  3.242  -0.274
I  -0.387  0.416  5.335  1.267
C  1.167  -0.037  2.752  -0.313
C  2.317  -0.159  3.967  -0.164
B  1.765  1.330  1.959  -0.449
O  3.240  1.439  1.655  0.023
N  0.969  2.494  1.434  -0.150
C  1.612  3.171  0.238  -0.096
C  0.970  3.521  2.578  -0.071
C  1.473  -1.239  1.707  -0.350
P  2.409  -2.786  2.438  0.957
C  2.110  -4.253  1.190  -0.266
O  4.136  -2.566  2.375  -0.357
O  0.394  -1.809  0.955  -0.117
C  -0.964  -1.366  1.302  -0.140
F  -1.725  -2.574  0.773  -0.034
C  -1.356  -0.240  0.180  -0.167
F  -1.580  1.131  0.626  0.002
F  -2.627  -0.643  -0.538  -0.042
C  -0.246  -0.122  -1.069  -0.100
C  -0.335  -1.371  -2.133  -0.257
Si  -1.164  -0.951  -3.819  0.506
C  -0.462  -2.257  -5.100  -0.231
C  -3.052  -1.305  -3.681  -0.219
C  -0.712  0.812  -4.463  -0.241
C  -1.893  1.979  -4.262  -0.082
C  -1.543  3.509  -4.746  -0.077
C  -0.051  3.835  -5.399  -0.036
C  1.086  2.642  -5.601  -0.014
C  0.766  1.096  -5.125  -0.048
H  -2.376  -2.830  5.747  0.077
H  -3.207  -4.547  5.978  0.088
H  -4.100  -3.245  4.948  0.052
H  -2.878  -4.276  2.911  0.087
H  -1.870  -5.297  4.132  0.121
H  -0.393  -3.761  2.576  0.109
H  -0.046  -3.867  4.402  0.152
H  -2.899  -0.986  4.439  0.083
H  -3.948  1.069  4.226  0.136
H  -2.555  1.756  3.193  0.091
H  -5.519  0.915  2.334  0.075
H  -4.417  2.386  1.942  0.096
H  -4.088  0.808  0.975  0.056
H  -0.557  1.064  2.920  0.077
H  2.142  -1.057  4.691  0.068
H  3.409  -0.347  3.515  0.114
H  2.470  0.886  4.527  0.095
H  3.357  1.042  0.720  0.136
H  0.811  3.944  -0.176  0.125
H  2.569  3.799  0.496  0.110
H  1.913  2.431  -0.628  0.110
H  1.081  2.869  3.571  0.078
H  -0.053  4.082  2.659  0.111
H  1.910  4.217  2.537  0.121
H  2.266  -0.856  0.896  0.151
H  1.081  -4.785  1.346  0.052
H  2.313  -3.865  0.105  0.065
H  2.948  -5.052  1.479  0.069
H  4.600  -3.349  1.956  0.068
H  0.832  0.142  -0.701  0.110
H  -0.614  0.839  -1.677  0.127
H  0.786  -1.709  -2.360  0.103
H  -0.873  -2.331  -1.704  0.094
H  0.543  -1.903  -5.607  0.036
H  -0.264  -3.311  -4.577  0.050
H  -1.270  -2.475  -5.947  0.052
H  -3.415  -2.040  -4.547  0.057
H  -3.246  -1.911  -2.674  0.046
H  -3.737  -0.357  -3.716  0.031
H  -2.935  1.705  -3.762  0.071
H  -2.359  4.331  -4.569  0.072
H  0.200  4.937  -5.708  0.087
H  2.163  2.852  -6.044  0.080
H  1.548  0.202  -5.210  0.094
F  4.624  5.304  -4.694  -0.155
P  5.055  4.073  -5.547  -0.023
F  5.562  3.924  -7.014  -0.150
F  5.445  3.365  -4.214  -0.159
F  3.693  4.555  -6.131  -0.168
F  4.514  2.614  -5.651  -0.167
F  6.493  4.674  -5.576  -0.152

=====

| no. | HOMO energy (eV) | F_max (eV/A) | calculated total energy (Eh) |
| --- | --- | --- | --- |
| 1 | 3.6 | 8.699 | -3136.98708 |
| 2 | -8.0 | 6.244 | -6156.37567 |